1.
12
Properties=species:S:1:pos:R:3:forces:R:3 method="wB97M-V/def2-TZVPD" homo_lumo_gap_ev=9.09 homo_ev=-9.31 de_lowest_kj_mol=131.77 charge=0
C -0.93834 -0.30090 -1.18758 0.7 2.5 -0.1
C 0.46450 -0.55190 -0.51749 -0.8 -0.4 -2.1
C 0.41932 0.27310 0.66254 2.0 2.4 2.8
S -0.02245 -0.32510 2.26691 0.3 -1.0 -0.1
Br 2.55906 1.26985 0.77898 -1.7 -0.7 0.0
H -1.35792 -1.15474 -1.61291 -0.6 -1.5 -0.6
H -0.84782 0.46902 -2.03580 -0.1 -1.0 1.4
H -1.63496 0.11246 -0.41940 0.3 -0.4 -0.8
H 0.53065 -1.59605 -0.21030 0.5 -0.1 -0.5
H 1.25720 -0.18352 -1.24135 -0.8 -0.9 1.2
H -0.16276 1.15674 0.59672 0.2 1.1 -0.7
H -0.26647 0.83102 2.91968 0.1 0.0 -0.6

2.
14
Properties=species:S:1:pos:R:3:forces:R:3 method="wB97M-V/def2-TZVPD" multiplicity=9 homo_lumo_gap_ev="4.53 / 7.07" s_squared=20.008 homo_ev="-8.33 / -16.09" de_lowest_kj_mol=42.91 charge=+1
Cr -5.01142 -0.53393 -2.14740 -1.1 0.0 -0.6
Cl -2.73989 -0.54627 -1.02963 1.0 0.0 0.5
C 0.97868 0.63044 -1.59555 0.1 -0.5 0.6
C 1.24051 0.30147 -0.07816 -3.8 -0.9 -0.9
O 2.31731 0.60998 0.37747 2.4 0.3 0.7
N 0.21617 -0.13921 0.64144 0.5 0.5 -0.9
C 0.23310 -0.44823 2.03431 1.4 -0.4 1.6
H 1.80420 0.60264 -2.30677 0.4 0.5 0.7
H 0.51236 1.60254 -1.43534 -0.1 0.0 -0.8
H 0.34045 -0.17615 -1.95636 -0.5 0.2 0.3
H -0.72256 -0.25597 0.28752 0.3 0.1 -1.3
H 0.68978 0.33510 2.63924 -0.5 0.4 0.0
H 0.91601 -1.28020 2.20622 -0.3 -0.4 0.0
H -0.77465 -0.70223 2.36298 0.2 0.1 0.0

3.
12
Properties=species:S:1:pos:R:3:forces:R:3 method="wB97M-V/def2-TZVPD" homo_lumo_gap_ev=10.58 homo_ev=-14.52 de_lowest_kj_mol=247.52 charge=+1
C 0.32415 -1.20626 -0.19228 0.2 0.0 -0.2
C 0.01654 0.23518 -0.50468 0.4 -0.3 -0.2
C 1.11688 -0.11419 0.43443 -0.4 0.1 4.9
N -1.24794 0.84526 -0.04225 -0.1 0.1 0.2
Cl 2.75118 0.25729 0.04460 -0.1 -0.1 -0.1
H -0.35448 -1.75916 0.43774 -0.1 0.0 0.2
H 0.77665 -1.81567 -0.96063 0.0 0.1 -0.2
H 0.31968 0.61646 -1.47336 -0.1 0.1 0.1
H 0.94569 -0.04123 2.04639 0.2 0.0 -4.8
H -1.52642 0.43776 0.86098 0.0 0.2 -0.2
H -1.99613 0.68380 -0.73293 0.1 0.1 0.3
H -1.12581 1.86076 0.08200 -0.1 -0.3 0.0

4.
14
Properties=species:S:1:pos:R:3:forces:R:3 method="wB97M-V/def2-TZVPD" homo_lumo_gap_ev="8.60 / 7.80" homo_ev="-9.72 / -9.22" de_lowest_kj_mol=418.36 charge=0
C 0.99703 -1.23332 -0.81600 0.0 -0.5 -2.6
C 1.39434 -1.78637 0.42342 -0.6 1.1 2.2
C -0.94253 2.10515 -0.43066 -0.5 0.3 0.7
N 0.00553 -0.57777 -1.30495 0.0 0.2 1.8
N -0.32993 -0.32681 1.44834 1.8 0.2 1.4
Si -0.98024 0.24402 -0.00907 0.7 0.8 -1.5
Cl -2.85959 -0.42762 0.05924 -1.2 -0.4 -0.3
H 1.71806 -1.61236 -1.57652 -0.1 0.3 0.0
H 2.42353 -1.77727 0.76866 0.1 0.3 -0.5
H 0.78762 -2.38185 1.07505 -0.7 -0.4 -0.2
H -0.36901 2.00980 -1.38021 -0.8 0.8 0.2
H -1.90753 2.76279 -0.37532 1.6 -1.7 -0.8
H -0.28946 2.65035 0.26723 0.1 -0.4 -0.1
H 0.35217 0.35126 1.85080 -0.4 -0.7 -0.1

5.
13
Properties=species:S:1:pos:R:3:forces:R:3 method="wB97M-V/def2-TZVPD" homo_lumo_gap_ev=8.34 homo_ev=-4.45 de_lowest_kj_mol=6.51 charge=-1
Cl 2.51381 -0.93726 -1.89658 -0.1 0.1 0.1
C -0.34880 1.68771 -0.81110 -0.4 0.3 0.1
C -0.73486 0.60456 0.18376 -0.4 0.2 0.2
O -1.65537 0.76713 0.98993 0.2 0.0 -0.1
N 0.01483 -0.49802 0.11148 0.9 0.2 0.3
C 0.05724 -1.56516 1.09295 -0.8 -0.2 -0.6
H 0.13507 2.50308 -0.26772 0.3 -0.2 0.1
H -1.24733 2.16180 -1.21189 -0.1 -0.3 -0.1
H 0.29289 1.32971 -1.61369 0.1 0.0 0.1
H 0.81632 -0.48228 -0.52578 0.1 -0.2 -0.3
H -0.27584 -1.26604 2.08489 0.0 0.3 -0.1
H 1.06503 -1.96803 1.12983 0.0 0.0 0.0
H -0.63299 -2.33719 0.73392 0.2 -0.3 0.3

6.
12
Properties=species:S:1:pos:R:3:forces:R:3 method="wB97M-V/def2-TZVPD" homo_lumo_gap_ev=11.33 homo_ev=-10.56 de_lowest_kj_mol=135.73 charge=0
C 1.00017 -0.98581 0.28518 2.7 -2.9 -1.1
C -0.22478 -0.19028 -0.20707 -1.1 -1.3 1.7
C -0.30171 1.31246 0.01172 1.3 -1.1 -1.2
H 1.69505 -1.31213 -0.77954 -1.7 1.6 3.3
H 1.71613 -0.53185 1.15415 -1.9 -1.0 -2.3
H 0.71761 -2.15092 0.53833 0.3 3.2 -0.1
H -0.39690 -0.54983 -1.20871 0.2 0.7 -0.7
H -2.12212 -0.15948 -0.02347 -0.1 -0.6 0.6
H -1.30829 1.62932 -0.11324 -0.7 0.6 -1.2
H -0.20151 1.55223 1.05232 1.3 0.3 0.5
O -1.45242 -0.64218 0.49610 0.5 0.4 -0.5
Cl 0.87878 2.02846 -1.20576 -0.8 0.2 1.1